1.
ClH3OSi | the ωB97M-V functional and the def2-TZVPD basis

Cartesian coordinates (Å):
O1 -1.6827 -1.1380 0.0785
Si1 0.9085 0.7233 0.1087
Cl1 2.6992 -0.0330 0.2802
H1 -2.0386 -0.8517 -0.6806
H2 0.1760 0.5406 1.2868
H3 -0.0623 0.7588 -1.0736

As for the highest occupied orbital energy (spin up / spin down): -8.12 / -8.14 eV. The value obtained for the energy relative to the best compared isomer or geometry (same formula, charge and spin) is 638.6 kJ/mol. Its multiplicity is 1. As for the HOMO-LUMO gap (spin up / spin down): 5.522 / 5.545 eV. The value obtained for the total energy is -22491.8911 eV.


2.
ClH3OSi | the ωB97M-V functional and the def2-TZVPD basis

Cartesian coordinates (Å):
O1 -1.0884 0.9084 0.5938
Si1 0.2934 -0.3667 0.0965
Cl1 1.2386 0.3600 -1.4815
H1 -1.7012 0.8994 -0.2099
H2 0.0781 -1.6400 -0.3250
H3 1.1796 -0.1611 1.3260

As for the highest occupied orbital energy: -11.24 eV. The value obtained for the energy relative to the best compared isomer or geometry (same formula, charge and spin) is 125.4 kJ/mol. Its multiplicity is 1. As for the HOMO-LUMO gap: 11.772 eV. As for the SMILES: O[SiH2]Cl. The value obtained for the total energy is -22497.2098 eV.


3.
ClH3OSi | the ωB97M-V functional and the def2-TZVPD basis

Cartesian coordinates (Å):
O1 -0.5092 1.0184 -1.0351
Si1 0.8403 0.2282 0.1191
Cl1 2.6379 1.0529 -0.3326
H1 -1.2115 1.1017 -0.4850
H2 0.5422 -1.3271 -0.0332
H3 0.2387 0.7839 1.3212

As for the highest occupied orbital energy: -10.78 eV. The value obtained for the energy relative to the best compared isomer or geometry (same formula, charge and spin) is 136.2 kJ/mol. Its multiplicity is 1. As for the HOMO-LUMO gap: 11.392 eV. As for the SMILES: O[SiH2]Cl. The value obtained for the total energy is -22497.0982 eV.